This record from the OMol25 dataset describes 12 unconnected molecules or ions with the total composition C6H39N2O11 in a non-equilibrium geometry. The level of theory is wB97M-V/def2-TZVPD.

The geometry in XYZ format:
```
58
Properties=species:S:1:pos:R:3:forces:R:3:nbo_charge:R:1
H -1.869 2.312 3.532 0.8 -1.1 -0.2 0.240
H -1.289 -1.662 -1.630 0.8 -1.2 -1.5 0.209
H -0.332 0.348 -5.363 -0.2 -3.1 0.7 0.487
H 2.537 0.960 -3.273 -1.5 1.3 1.4 0.458
H 3.087 0.315 -4.348 0.4 -1.0 -2.2 0.474
H 1.577 1.529 3.034 1.3 0.9 2.6 0.415
H 2.816 1.246 -0.099 -0.1 1.1 -1.1 0.516
N -0.982 -0.575 1.465 2.3 0.5 -1.0 -0.685
O 2.055 1.894 -0.172 0.3 1.6 -0.7 -1.027
C 0.789 -0.946 -0.322 2.2 -2.5 1.6 -0.684
O -4.655 -0.562 0.349 4.1 -2.9 0.0 -0.958
H -0.537 1.300 -3.142 -0.8 0.5 0.5 0.488
H 1.746 -3.330 3.146 -1.2 -3.9 1.7 0.472
O 4.228 -2.197 0.282 0.9 -2.6 3.6 -0.957
H -3.768 0.575 -2.674 0.5 -0.1 2.4 0.490
H -2.050 1.332 0.918 1.8 -1.3 0.1 0.237
H 2.403 2.700 -0.694 -0.6 -2.0 1.4 0.524
H -5.407 -0.122 0.482 -4.8 2.6 1.2 0.455
H 1.698 -1.252 0.396 -1.6 1.5 -1.2 0.200
H -0.347 1.868 4.179 1.7 0.9 1.8 0.211
O 0.131 2.831 -1.923 -2.1 3.0 1.5 -0.981
O -2.236 -2.682 3.570 0.2 0.1 -0.4 -0.960
H -0.491 3.706 -1.902 2.3 -3.2 -0.1 0.497
H 1.129 -1.479 -1.218 -0.7 -0.7 0.1 0.240
H -1.864 -0.941 1.819 0.1 0.6 -0.1 0.420
H -0.397 -2.493 0.725 1.0 -1.3 1.2 0.214
H -0.576 1.050 0.039 0.6 -0.4 -0.7 0.221
H 4.671 0.620 -1.293 0.0 0.3 -0.5 0.513
N 1.089 1.284 2.248 -1.3 -2.1 -4.5 -0.739
C -0.997 1.589 3.434 -3.4 -1.0 0.0 -0.636
H 4.273 0.018 0.020 0.5 0.0 0.4 0.490
H 3.608 -2.818 0.799 1.1 1.8 -1.4 0.512
C -0.958 0.859 1.009 -4.5 0.9 1.6 -0.280
H 1.316 -2.010 2.841 0.3 0.1 -0.2 0.464
O -1.124 0.525 -3.072 1.4 0.7 0.4 -0.996
H -0.426 -0.117 -3.314 -0.8 -0.5 0.0 0.499
C -0.499 -1.519 0.364 -0.8 3.7 -1.4 -0.060
H -2.292 -2.481 -0.344 0.6 0.4 -0.6 0.222
H -3.042 -3.006 3.148 0.0 0.1 0.3 0.486
O 3.305 0.468 -3.456 1.1 -0.4 1.0 -0.930
H 3.813 -1.721 -0.373 -2.1 0.8 -2.3 0.455
O -3.430 0.580 -1.706 -1.0 0.8 -3.2 -0.980
H -1.141 -1.040 -4.999 1.5 1.1 -0.4 0.495
H -1.318 0.542 3.715 0.2 1.1 -0.7 0.238
H -2.349 -0.785 -0.818 1.5 -1.0 1.4 0.251
O 4.306 0.871 -0.438 0.4 -0.9 0.3 -0.946
H 0.814 0.053 -0.736 -0.2 0.3 0.8 0.230
O 2.094 -2.587 2.781 0.8 3.7 -1.6 -0.932
O -0.225 -0.640 -5.066 -0.9 1.5 -1.2 -0.961
H -2.521 0.871 -1.885 0.1 -0.3 0.2 0.509
C -1.609 -1.643 -0.631 -3.3 0.7 -0.1 -0.671
H 0.962 0.237 2.190 0.1 0.8 0.5 0.442
H -4.393 -0.280 -0.521 0.6 0.2 -0.6 0.489
H 1.644 1.514 1.334 -0.9 0.4 1.3 0.468
H -0.343 2.851 2.042 0.2 -0.1 -1.4 0.230
H -2.478 -2.291 4.413 -0.3 -0.1 0.0 0.479
C -0.361 1.761 2.096 1.3 -0.7 0.9 -0.046
H 0.215 2.572 -0.960 -0.1 0.4 -1.6 0.488
```
Positions in Å, forces in eV/Å.

Largest force on an atom in eV/A: 5.6
Charge: +1
Calculated total energy in eV: -32348.98456
Gap between HOMO and LUMO in eV: 9.5
Spin multiplicity: 1

***

This record from the OMol25 dataset describes 6 unconnected molecules or ions with the total composition H13O6 in a non-equilibrium geometry. The level of theory is wB97M-V/def2-TZVPD.

The geometry in XYZ format:
```
19
Properties=species:S:1:pos:R:3:forces:R:3:nbo_charge:R:1
H 5.633 49.638 11.189 0.0 -0.4 0.7 0.503
O 5.822 48.739 11.529 -0.4 0.2 -0.7 -0.951
H 5.492 46.387 13.647 -2.8 1.7 0.4 0.573
O 4.569 46.462 10.360 -2.2 3.3 9.9 -0.939
H 6.578 45.724 15.667 -0.4 -0.5 2.7 0.505
O 1.908 46.551 12.489 -0.3 4.5 3.9 -0.932
H 3.117 43.419 13.351 0.9 0.7 0.6 0.506
H 4.928 46.128 9.688 3.9 -4.1 -8.9 0.471
O 4.562 47.002 13.418 7.4 2.7 -2.3 -0.850
O 3.682 44.226 13.391 2.9 0.0 3.7 -0.980
H 7.117 45.213 14.351 0.0 0.4 0.3 0.501
H 5.925 48.255 10.695 0.1 -0.3 0.3 0.496
O 6.649 45.953 14.780 0.2 0.0 -3.7 -0.933
H 3.821 46.515 13.242 -3.9 -3.2 -0.9 0.549
H 3.783 46.931 10.251 -1.7 0.8 -1.1 0.480
H 1.653 47.573 12.806 0.8 -4.1 -0.8 0.480
H 1.754 46.683 11.595 -0.6 -0.2 -3.1 0.465
H 4.822 47.496 12.418 -0.4 -0.9 3.1 0.582
H 4.376 44.208 14.309 -3.6 -0.7 -4.1 0.477
```
Positions in Å, forces in eV/Å.

Largest force on an atom in eV/A: 10.7
Charge: +1
Calculated total energy in eV: -12486.98138
Gap between HOMO and LUMO in eV: 11.6
Spin multiplicity: 1

***

This record from the OMol25 dataset describes a molecular structure, C3H8OS in a non-equilibrium geometry. The level of theory is wB97M-V/def2-TZVPD.

The geometry in XYZ format:
```
13
Properties=species:S:1:pos:R:3:forces:R:3:nbo_charge:R:1
H -2.747 -0.181 -1.282 1.1 -2.6 5.2 0.405
C -0.409 0.521 -0.119 3.0 1.2 5.2 -0.410
H -0.618 0.550 -1.110 0.1 1.2 -3.4 0.192
O -2.544 -0.816 0.015 2.2 2.3 -4.4 -0.684
S 2.180 -0.991 -0.021 1.8 3.4 -3.0 -0.068
H -0.836 -0.897 1.474 -1.2 0.4 -2.3 0.156
C -1.001 -0.803 0.262 -4.5 4.3 5.6 -0.067
H -0.762 1.486 0.521 0.1 -2.6 -1.8 0.222
H 2.891 0.141 -1.149 -0.9 -3.8 2.2 0.149
H -0.577 -1.667 0.062 2.0 -3.8 -2.6 0.186
C 1.270 0.583 0.340 -1.9 0.4 -2.2 -0.528
H 1.340 0.781 1.441 -0.1 0.3 -1.3 0.221
H 1.814 1.294 -0.434 -1.7 -0.7 2.7 0.228
```
Positions in Å, forces in eV/Å.

Largest force on an atom in eV/A: 8.4
Charge: 0
Calculated total energy in eV: -16116.73364
Gap between HOMO and LUMO in eV: 8.7
Spin multiplicity: 1

***

This record from the OMol25 dataset describes C4H7NO3S in the gas phase in a non-equilibrium geometry. The level of theory is wB97M-V/def2-TZVPD.

The geometry in XYZ format:
```
16
Properties=species:S:1:pos:R:3:forces:R:3:nbo_charge:R:1
H -0.242 1.109 2.014 1.4 -0.7 -1.4 0.237
H -1.002 -1.081 0.781 -0.5 0.6 0.2 0.206
H 1.167 -0.011 1.596 0.2 -0.6 0.1 0.228
H 0.849 -2.477 -0.330 0.1 1.3 -1.1 0.362
O -0.755 2.814 -0.844 0.9 2.7 1.5 -0.920
H 1.006 1.199 -1.920 0.4 0.5 0.0 0.247
O -1.703 0.637 -0.086 0.2 0.6 -1.2 -0.661
S -1.257 1.614 -1.325 -0.5 -2.9 -2.2 2.376
H 0.805 1.309 0.444 0.0 -0.1 1.3 0.218
C 0.220 -0.725 -0.857 -2.0 4.1 -2.4 0.390
C 0.376 0.580 1.180 -1.9 2.2 0.1 -0.635
O -2.348 1.574 -2.225 -0.9 0.2 -0.2 -0.919
H -0.087 0.390 -3.046 -0.5 -0.5 -1.2 0.259
C -0.647 -0.151 0.305 2.6 -3.5 1.2 -0.006
N 0.897 -1.726 -1.091 0.1 -1.6 1.1 -0.617
C 0.083 0.676 -2.054 0.3 -2.3 4.1 -0.765
```
Positions in Å, forces in eV/Å.

Largest force on an atom in eV/A: 5.2
Charge: 0
Calculated total energy in eV: -22726.82744
SMILES: [H]/N=C1/CS(=O)(=O)O[C@@H]1C
Gap between HOMO and LUMO in eV: 10.7
Spin multiplicity: 1